Entry 1:
Here is a structure of composition CH6Na8O6 in a non-equilibrium geometry from the OMol25 dataset. Energies are from ωB97M-V/def2-TZVPD.

Each line ends with the Mulliken charge.
Element x y z (Å)
Na  -1.743  -1.340  0.917  1.0023
Na  -0.502  -0.708  2.905  0.9669
Na  -2.664  1.000  0.598  0.9515
Na  -0.411  1.450  1.760  0.9537
Na  1.092  1.809  -0.696  1.0000
Na  -1.136  -0.633  -1.485  1.0044
Na  1.651  0.831  1.529  1.0649
Na  0.700  -2.042  1.280  1.0686
C  -0.135  -0.023  0.353  1.0459
O  0.640  0.264  -0.553  -1.0677
O  0.275  -0.451  1.454  -1.2727
O  -1.311  0.391  0.252  -1.2429
O  1.859  -1.558  -0.184  -0.7697
H  1.216  -1.983  -0.751  0.3547
H  1.517  -0.673  -0.056  0.6187
O  0.765  -0.516  -2.203  -0.5064
H  0.543  -1.427  -2.010  0.3851
H  0.558  -0.043  -1.397  0.7145
O  -0.886  2.010  -0.931  -0.7300
H  -0.909  1.106  -0.616  -0.0328
H  -1.120  2.537  -0.166  0.4908

Results
Calculated total energy, eV: -48634.59105
2S+1: 1
Energy relative to the best compared isomer or geometry (same formula, charge and spin), eV: 52.062
Charge: +6
HOMO, eV: -34.5

Entry 2:
Here is a cluster of 2 separate species, C5H17OSi2 in total in a non-equilibrium geometry from the OMol25 dataset. Energies are from ωB97M-V/def2-TZVPD.

Each line ends with the natural charge from an NBO analysis.
Element x y z (Å)
C  -1.968  -1.050  1.695  -0.2498
C  3.376  -1.446  -0.115  -1.0800
C  2.535  1.394  1.236  -1.1869
C  -2.650  -1.139  -1.881  -1.2040
C  -1.600  2.140  -1.095  -1.1112
O  -1.702  -0.149  0.648  -0.9073
Si  2.161  -0.039  0.088  1.1609
Si  -2.055  0.292  -0.827  2.1032
H  -3.076  -1.169  1.745  0.2001
H  -1.361  -1.930  1.490  0.2171
H  -1.742  -0.497  2.693  0.2201
H  4.365  -1.236  -0.450  0.2636
H  3.533  -1.823  0.848  0.2478
H  2.802  -2.172  -0.647  0.2440
H  2.044  2.374  0.895  0.2506
H  2.121  1.484  2.298  0.2676
H  3.536  1.778  1.556  0.2750
H  -1.819  -1.876  -2.026  0.3035
H  -3.500  -1.636  -1.423  0.2905
H  -3.099  -0.766  -2.857  0.2889
H  -2.391  2.780  -1.066  0.2684
H  -0.891  2.372  -0.203  0.2931
H  -0.946  2.306  -1.923  0.2830
H  1.589  0.578  -1.242  -0.2111
H  0.737  -0.569  0.564  -0.2271

Results
Calculated total energy, eV: -23255.79971
2S+1: 1
Energy relative to the best compared isomer or geometry (same formula, charge and spin), eV: 1.454
Charge: +1
HOMO, eV: -13.5

Entry 3:
Here is an isolated molecule of C13H21Br2N3O7P2 in a non-equilibrium geometry from the OMol25 dataset. Energies are from ωB97M-V/def2-TZVPD.

Each line ends with the natural charge from an NBO analysis.
Element x y z (Å)
C  3.299  -2.482  3.051  -0.7219
C  3.101  -2.479  1.554  0.8067
O  3.297  -3.446  0.922  -0.5719
O  2.736  -1.287  1.046  -0.5227
C  1.733  -1.361  0.032  -0.0936
C  0.302  -1.236  0.627  -0.5132
C  -0.575  -0.146  -0.018  -0.2833
P  -0.595  -0.785  -1.825  1.2359
N  -1.881  -0.005  -2.643  -1.1734
O  -1.018  -2.387  -1.789  -0.9897
C  -2.002  -0.224  0.575  0.2067
Br  -2.123  -0.572  2.558  -0.0265
C  -2.963  -1.325  0.044  -0.5751
C  -4.360  -1.166  0.679  0.4433
O  -5.142  -0.478  0.153  -0.5068
N  -2.570  1.033  0.081  -0.7061
C  -1.582  1.940  -0.311  0.7053
O  -1.786  2.963  -0.807  -0.5282
C  -0.174  1.335  0.073  -0.2884
N  1.023  1.792  -0.623  -0.5758
C  1.505  3.169  -0.373  -0.4207
C  0.988  1.681  -2.069  0.7630
C  2.272  1.160  -2.706  -0.7235
O  0.100  2.000  -2.766  -0.5557
P  -0.045  2.234  1.788  1.0421
O  -1.603  2.408  2.314  -0.9928
Br  0.919  0.929  3.339  -0.2282
H  3.930  -3.319  3.314  0.2324
H  2.357  -2.521  3.593  0.2379
H  3.824  -1.574  3.346  0.2321
H  1.936  -0.561  -0.661  0.2074
H  1.789  -2.271  -0.559  0.2003
H  0.441  -1.128  1.699  0.2575
H  -0.140  -2.222  0.511  0.2350
H  -1.514  0.504  -3.437  0.4170
H  -2.617  -0.650  -2.905  0.3915
H  -0.424  -2.837  -2.403  0.5088
H  -3.136  -1.299  -1.022  0.2363
H  -2.602  -2.291  0.401  0.2296
H  -4.642  -1.724  1.584  0.1245
H  -3.221  1.402  0.767  0.4197
H  0.732  3.934  -0.345  0.2197
H  2.109  3.442  -1.244  0.2086
H  2.214  3.250  0.441  0.2164
H  2.050  0.628  -3.621  0.2449
H  2.890  0.603  -2.010  0.2275
H  2.852  2.047  -2.972  0.2341
H  -1.683  3.321  2.618  0.5131

Results
Structure (SMILES): CC(=O)OCC[C@@]1(P(N)O)[C@](Br)(CC=O)NC(=O)[C@@]1(N(C)C(C)=O)P(O)Br
Calculated total energy, eV: -191286.72321
2S+1: 1
HOMO, eV: -8.4

Entry 4:
Here is a cluster of 9 separate species, C15H47N2O10 in total in a non-equilibrium geometry from the OMol25 dataset. Energies are from ωB97M-V/def2-TZVPD.

Each line ends with the Mulliken charge.
Element x y z (Å)
C  0.121  -2.163  -1.814  -0.3623
C  -0.389  -2.363  -0.234  0.5761
O  -1.710  -2.392  0.063  -0.5422
O  0.686  -2.447  0.771  -0.3141
C  0.845  -1.192  1.521  -0.7255
C  1.137  0.136  0.600  -0.1230
C  2.688  0.134  0.065  -0.6653
N  3.203  1.470  -0.420  -0.1019
C  2.112  2.508  -0.563  -0.4575
C  1.063  2.589  0.694  -0.4114
N  0.999  1.343  1.550  -0.0442
H  -0.546  -1.405  -2.406  0.3337
H  0.119  -3.260  -2.272  0.1667
H  1.254  -1.789  -1.789  0.0089
H  -0.049  -0.997  2.284  0.4196
H  1.806  -1.327  2.215  0.2805
H  0.367  0.322  -0.261  0.2867
H  2.889  -0.716  -0.748  0.2516
H  3.381  -0.172  0.988  0.2270
H  3.744  1.379  -1.331  0.3179
H  1.481  2.315  -1.544  0.2220
H  2.669  3.562  -0.633  0.2770
H  -0.040  2.768  0.277  0.1228
H  1.274  3.501  1.414  0.3756
H  1.809  1.274  2.227  0.4722
H  0.059  1.256  2.034  0.4081
C  -2.073  -3.407  4.186  -0.3797
O  -0.865  -2.680  4.058  -0.5213
H  -2.461  -3.275  5.199  0.1986
H  -2.804  -3.030  3.467  0.1012
H  -1.882  -4.468  4.007  0.3151
H  -0.545  -2.815  3.150  0.2799
C  -5.845  -1.743  3.672  -0.2991
O  -4.637  -1.016  3.543  -0.4980
H  -6.233  -1.612  4.685  -0.0216
H  -6.576  -1.367  2.952  0.2737
H  -5.654  -2.804  3.492  0.2585
H  -4.317  -1.152  2.635  0.2794
C  -0.594  -5.938  -4.042  -0.5470
O  -0.842  -4.569  -3.779  -0.4716
H  0.468  -6.144  -3.884  0.2284
H  -1.187  -6.554  -3.362  0.2678
H  -0.857  -6.165  -5.078  0.2439
H  -1.790  -4.417  -3.927  0.2846
C  -6.322  -1.843  7.660  -0.5341
O  -7.501  -1.602  6.913  -0.5246
H  -5.735  -2.616  7.159  0.1842
H  -5.734  -0.924  7.722  0.2654
H  -6.589  -2.185  8.663  0.3053
H  -8.001  -0.913  7.383  0.3059
C  7.189  1.339  -0.871  -0.4868
O  6.515  1.942  0.218  -0.5148
H  8.192  1.766  -0.949  0.2471
H  7.268  0.262  -0.701  0.2523
H  6.639  1.533  -1.794  0.1853
H  5.630  1.543  0.263  0.2899
C  1.876  4.225  -4.513  -0.7349
O  2.408  3.237  -3.649  -0.3813
H  0.879  3.915  -4.835  0.2431
H  1.806  5.176  -3.981  0.3269
H  2.523  4.331  -5.388  0.2948
H  3.292  3.539  -3.380  0.2670
C  2.535  1.036  -6.569  -0.4733
O  2.504  0.196  -5.430  -0.4986
H  2.443  0.420  -7.467  0.2661
H  1.702  1.741  -6.526  0.1960
H  3.484  1.578  -6.598  0.2187
H  2.588  0.770  -4.650  0.2807
C  -2.111  4.713  -0.363  -0.4764
O  -1.209  5.721  -0.781  -0.5050
H  -1.773  3.750  -0.752  0.1058
H  -2.135  4.674  0.729  0.2686
H  -3.109  4.931  -0.752  0.3322
H  -1.534  6.563  -0.421  0.3028

Results
Calculated total energy, eV: -39757.66336
2S+1: 1
Energy relative to the best compared isomer or geometry (same formula, charge and spin), eV: 2.777
Charge: +1
HOMO, eV: -11.8

Entry 5:
Here is an isolated molecule of C4H8N2S in a non-equilibrium geometry from the OMol25 dataset. Energies are from ωB97M-V/def2-TZVPD.

Each line ends with the natural charge from an NBO analysis.
Element x y z (Å)
S  -1.854  1.650  1.356  -0.1410
C  -0.160  0.514  1.487  -0.4197
C  0.432  -0.367  0.457  -0.3512
C  -0.308  -1.490  -0.338  0.0441
N  -0.129  -1.634  -1.592  -0.2137
N  0.681  -0.518  -2.026  -0.4494
C  0.813  0.422  -0.860  -0.2720
H  -2.679  0.733  0.690  0.1432
H  -0.212  0.156  2.522  0.2265
H  0.551  1.341  1.652  0.2181
H  1.457  -0.679  0.851  0.2490
H  -0.761  -2.444  0.176  0.2006
H  -0.068  0.154  -2.699  0.3527
H  1.872  0.659  -0.893  0.2021
H  0.365  1.502  -0.783  0.2106

Results
Structure (SMILES): SC[C@H]1C=NNC1
Calculated total energy, eV: -18089.59230
2S+1: 1
Energy relative to the best compared isomer or geometry (same formula, charge and spin), eV: 4.150
HOMO, eV: -9.4

Entry 6:
Here is a cluster of 2 separate species, C6H14N4O2S in total in a non-equilibrium geometry from the OMol25 dataset. Energies are from ωB97M-V/def2-TZVPD.

Each line ends with the natural charge from an NBO analysis.
Element x y z (Å)
C  2.468  -0.452  0.025  0.9024
C  0.456  0.855  0.416  -0.2512
C  0.350  -1.175  -0.911  -0.2823
C  -0.821  0.684  1.203  -0.5549
C  -0.901  -1.704  -0.390  -0.5594
C  4.474  0.559  0.140  -0.2776
N  -2.187  0.651  -1.145  -1.1981
N  -4.362  -0.355  0.893  -0.2725
N  1.067  -0.389  0.058  -0.4675
N  -4.764  0.639  0.313  -0.4484
O  3.012  -1.383  -0.559  -0.6646
O  3.086  0.601  0.499  -0.5040
S  -2.008  -0.300  0.133  1.0854
H  0.289  1.419  -0.615  0.2135
H  1.300  1.309  1.037  0.2412
H  1.151  -1.884  -1.290  0.2690
H  0.158  -0.585  -1.811  0.2113
H  -0.523  -0.114  1.952  0.2158
H  -1.181  1.558  1.647  0.2411
H  -1.515  -2.183  -1.259  0.2563
H  -0.747  -2.327  0.490  0.2311
H  5.047  0.595  1.072  0.1855
H  4.769  1.488  -0.414  0.1936
H  4.761  -0.355  -0.337  0.2378
H  -3.223  0.753  -1.361  0.3510
H  -4.854  1.570  0.877  0.3298
H  -5.302  0.526  -0.662  0.3157

Results
Calculated total energy, eV: -27334.21817
2S+1: 1
Energy relative to the best compared isomer or geometry (same formula, charge and spin), eV: 1.685
HOMO, eV: -8.2

Which of these has the lowest HOMO? CH6Na8O6

Repeat the second record exactly.
Here is a cluster of 2 separate species, C5H17OSi2 in total in a non-equilibrium geometry from the OMol25 dataset. Energies are from ωB97M-V/def2-TZVPD.

Each line ends with the natural charge from an NBO analysis.
Element x y z (Å)
C  -1.968  -1.050  1.695  -0.2498
C  3.376  -1.446  -0.115  -1.0800
C  2.535  1.394  1.236  -1.1869
C  -2.650  -1.139  -1.881  -1.2040
C  -1.600  2.140  -1.095  -1.1112
O  -1.702  -0.149  0.648  -0.9073
Si  2.161  -0.039  0.088  1.1609
Si  -2.055  0.292  -0.827  2.1032
H  -3.076  -1.169  1.745  0.2001
H  -1.361  -1.930  1.490  0.2171
H  -1.742  -0.497  2.693  0.2201
H  4.365  -1.236  -0.450  0.2636
H  3.533  -1.823  0.848  0.2478
H  2.802  -2.172  -0.647  0.2440
H  2.044  2.374  0.895  0.2506
H  2.121  1.484  2.298  0.2676
H  3.536  1.778  1.556  0.2750
H  -1.819  -1.876  -2.026  0.3035
H  -3.500  -1.636  -1.423  0.2905
H  -3.099  -0.766  -2.857  0.2889
H  -2.391  2.780  -1.066  0.2684
H  -0.891  2.372  -0.203  0.2931
H  -0.946  2.306  -1.923  0.2830
H  1.589  0.578  -1.242  -0.2111
H  0.737  -0.569  0.564  -0.2271

Results
Calculated total energy, eV: -23255.79971
2S+1: 1
Energy relative to the best compared isomer or geometry (same formula, charge and spin), eV: 1.454
Charge: +1
HOMO, eV: -13.5